[1]
Density functional theory data (wB97M-V/def2-TZVPD) for a molecular structure, C20H33Cl2FeN2O4 at a distorted geometry.

Each line ends with the natural charge from an NBO analysis.
Cartesian coordinates (Å):
1 O -2.5686 -0.9268 1.7794  -0.50
2 C -2.5359 -2.1341 1.9953  0.42
3 C -1.5006 -2.7297 2.9196  -0.18
4 C -0.7227 -1.8126 3.6551  -0.13
5 H -0.7480 -0.7508 3.3743  0.26
6 C 0.0258 -2.2434 4.7564  -0.22
7 H 0.5942 -1.5071 5.3217  0.22
8 C 0.0393 -3.5988 5.1062  -0.20
9 H 0.4923 -3.9257 6.0426  0.21
10 C -0.5724 -4.5320 4.2527  -0.24
11 H -0.4657 -5.6008 4.4440  0.21
12 C -1.3298 -4.1112 3.1499  -0.17
13 H -1.8370 -4.8082 2.4694  0.21
14 H -3.1107 -2.9266 1.4541  0.11
15 C -0.2973 -2.9003 -1.8135  -0.66
16 C 1.0214 -2.4841 -1.2433  -0.27
17 H -0.3984 -3.9979 -1.8916  0.19
18 H -0.4258 -2.4416 -2.7949  0.21
19 H -1.1647 -2.5849 -1.2034  0.18
20 C 1.8284 -3.0710 -0.2804  -0.37
21 C 3.0172 -4.0054 -0.3329  -0.63
22 H 1.4227 -3.0790 0.7393  0.16
23 H 2.9014 -4.6509 0.5513  0.19
24 H 3.9906 -3.5176 -0.1965  0.20
25 H 3.0588 -4.6662 -1.2108  0.19
26 Fe 1.8146 -0.9878 -0.6952  1.08
27 Cl 2.0390 -0.2706 1.3154  -0.73
28 Cl 2.6182 -0.2276 -2.5451  -0.72
29 C 2.2928 2.6180 -1.1697  0.54
30 O 1.0646 2.5439 -1.2097  -0.63
31 N 3.0386 3.5122 -1.8645  -0.45
32 C 2.3933 4.4338 -2.7709  -0.42
33 C 4.4847 3.5953 -1.7572  -0.40
34 H 2.8890 1.9260 -0.5352  0.15
35 H 1.3203 4.2372 -2.7435  0.25
36 H 2.7749 4.3005 -3.7911  0.19
37 H 2.5965 5.4695 -2.4697  0.17
38 H 4.8327 2.8958 -0.9875  0.22
39 H 4.7939 4.6155 -1.4847  0.18
40 H 4.9700 3.3466 -2.7136  0.19
41 H -2.8796 1.0236 -4.2493  0.18
42 H -5.0625 0.8163 -2.6686  0.18
43 C -2.5808 0.0959 -3.7277  -0.42
44 C -4.5352 -0.0490 -2.2292  -0.40
45 N -3.0919 0.0594 -2.3708  -0.45
46 H -1.4881 0.0217 -3.7069  0.26
47 C -2.2727 0.3292 -1.3012  0.52
48 O -1.0787 0.6039 -1.3848  -0.59
49 H -4.7739 -0.1151 -1.1626  0.21
50 H -2.8138 0.2439 -0.3431  0.14
51 H -3.0034 -0.7476 -4.2977  0.18
52 H -4.9115 -0.9475 -2.7438  0.18
53 C 0.5066 3.3896 2.0500  -0.72
54 C -0.8101 2.9267 1.4592  0.61
55 C -1.6286 4.0630 0.8743  -0.73
56 O -1.1868 1.7645 1.4549  -0.52
57 H 0.3136 4.1377 2.8293  0.20
58 H 1.1120 3.8548 1.2637  0.23
59 H 1.0395 2.5312 2.4598  0.25
60 H -1.4651 4.1032 -0.2086  0.25
61 H -2.6860 3.8699 1.0681  0.22
62 H -1.3406 5.0229 1.3133  0.20

Output
net charge: -1
energy above the lowest of the compared OMol25 structures with the same formula, charge and spin: 1.3 kcal/mol
DFT total energy: -91877.1797 eV
F_max: 3.6 eV/Å
HOMO-LUMO gap (alpha / beta): 4.83 / 5.73 eV
HOMO level (alpha / beta): -2.3 / -3.2 eV
2S+1: 5
LUMO energy (alpha / beta): 2.5 / 2.5 eV

---

[2]
Density functional theory data (wB97M-V/def2-TZVPD) for a molecular structure, C3H5O4Tb at a distorted geometry.

Each line ends with the Mulliken charge.
Cartesian coordinates (Å):
1 O -0.1420 0.9737 -0.4214  -0.60
2 C 0.3968 -0.1470 -0.2017  0.89
3 C -2.0697 0.6357 0.0106  -0.13
4 O 1.6211 -0.4007 -0.1527  -0.63
5 O -0.4185 -1.0712 0.3033  -0.33
6 C -1.7945 -0.8664 -0.0496  -0.32
7 Tb 3.8140 0.6638 -0.4275  1.53
8 H -2.2659 1.0440 -0.9914  0.29
9 H -1.8814 1.0389 1.0165  0.28
10 H -1.9481 -1.2548 -1.0628  0.23
11 H -2.3920 -1.4186 0.6824  0.26
12 O -3.9683 0.6624 0.3896  -0.71
13 H -4.1803 1.5984 0.3868  0.25

Output
net charge: +1
energy above the lowest of the compared OMol25 structures with the same formula, charge and spin: 110.1 kcal/mol
DFT total energy: -33804.9639 eV
F_max: 5.0 eV/Å
HOMO-LUMO gap (alpha / beta): 4.99 / 3.77 eV
HOMO level (alpha / beta): -10.7 / -10.7 eV
2S+1: 8
LUMO energy (alpha / beta): -5.8 / -7.0 eV